P) Entry from the OMol25 dataset: one molecule with the formula C3H6O (ωB97M-V with the def2-TZVPD basis set).

Results
orbital gap	8.78	eV

Geometry as XYZ:
```
10
C3H6O, DFT ωB97M-V with the def2-TZVPD basis set
C -1.49 0.27 0.31
C 0.45 -0.43 0.70
O -0.22 0.75 0.81
C 1.45 -0.28 -0.40
H -1.98 1.19 0.01
H -1.37 -0.35 -0.60
H -2.03 -0.30 1.06
H 1.40 -1.17 -1.03
H 1.37 0.64 -0.99
H 2.42 -0.32 0.11
```

***

Q) Entry from the OMol25 dataset: one molecule with the formula C3H6O (ωB97M-V with the def2-TZVPD basis set).

Results
orbital gap	9.54	eV

Geometry as XYZ:
```
10
C3H6O, DFT ωB97M-V with the def2-TZVPD basis set
C 1.31 -0.39 1.10
C -0.40 0.76 0.04
O 0.01 -0.40 0.52
C -1.33 0.36 -1.07
H 1.43 -1.33 1.64
H 2.00 -0.37 0.25
H 1.49 0.49 1.72
H -0.74 0.66 -1.95
H -1.50 -0.72 -1.12
H -2.26 0.93 -1.11
```

***

R) Entry from the OMol25 dataset: one molecule with the formula C3H6O (ωB97M-V with the def2-TZVPD basis set).

Results
orbital gap	9.99	eV
structure (SMILES)	C=CCO

Geometry as XYZ:
```
10
C3H6O, DFT ωB97M-V with the def2-TZVPD basis set
C 0.80 -0.27 0.46
O 0.60 1.06 1.03
C -0.06 -0.43 -0.72
C -1.42 -0.59 -0.78
H 1.87 -0.39 0.21
H 0.50 -1.02 1.22
H 0.59 1.63 0.26
H 0.32 -0.29 -1.74
H -1.94 -0.74 -1.79
H -2.06 0.07 -0.13
```

***

The relative energies come out as P) 44.3; Q) 21.2; R) 0.0, with values in kcal/mol.

***

P) Entry from the OMol25 dataset: one molecule with the formula C3H6O (ωB97M-V with the def2-TZVPD basis set).

Results
orbital gap	11.43	eV
structure (SMILES)	C[C@H]1CO1

Geometry as XYZ:
```
10
C3H6O, DFT ωB97M-V with the def2-TZVPD basis set
C 1.43 -0.53 -0.23
C 0.32 0.13 0.55
C -0.97 0.50 -0.20
O 1.62 0.78 0.07
H 2.10 -1.17 0.15
H 1.32 -0.70 -1.21
H 0.27 -0.08 1.68
H -0.86 1.63 -0.23
H -1.96 0.21 0.43
H -1.05 0.16 -1.13
```

***

Q) Entry from the OMol25 dataset: a 2-piece molecular cluster, C3H6O overall (ωB97M-V with the def2-TZVPD basis set).

Results
orbital gap	10.11	eV
structure (SMILES)	C=C1CO1.[H][H]

Geometry as XYZ:
```
10
C3H6O, DFT ωB97M-V with the def2-TZVPD basis set
C -1.23 -0.09 0.74
C 0.09 -0.15 0.55
C 1.43 -0.05 -0.04
O 1.09 0.34 1.30
H -1.96 -0.77 0.32
H -1.08 0.29 -1.61
H -1.53 0.58 1.54
H -0.64 -0.13 -2.00
H 2.18 -0.84 -0.15
H 1.64 0.83 -0.64
```

***

R) Entry from the OMol25 dataset: one molecule with the formula C3H6O (ωB97M-V with the def2-TZVPD basis set).

Results
orbital gap	10.93	eV
structure (SMILES)	OC1CC1

Geometry as XYZ:
```
10
C3H6O, DFT ωB97M-V with the def2-TZVPD basis set
C 0.22 0.06 0.46
C -0.91 0.79 -0.15
C -0.86 -0.80 -0.09
H 1.81 0.80 -0.32
H 0.35 0.07 1.60
H -0.58 1.11 -1.13
H -1.62 1.54 0.39
H -1.64 -1.43 0.48
H -0.71 -1.35 -1.05
O 1.46 -0.13 -0.16
```

***

S) Entry from the OMol25 dataset: C3H6O as an isolated structure (ωB97M-V with the def2-TZVPD basis set).

Results
orbital gap	10.75	eV

Geometry as XYZ:
```
10
C3H6O, DFT ωB97M-V with the def2-TZVPD basis set
C -1.26 0.23 0.29
C 0.05 -0.35 0.05
C 1.41 0.16 -0.07
O 1.00 -0.63 1.05
H -2.11 -0.43 0.17
H -1.14 0.24 -1.06
H -1.41 0.81 1.25
H -0.32 -0.79 -1.04
H 2.04 -0.39 -0.77
H 1.69 1.19 0.11
```

***

The relative energies come out as P) 15.4; Q) 46.4; R) 0.0; S) 72.0, with values in kcal/mol.

***

P) Entry from the OMol25 dataset: one molecule with the formula C3H6O (ωB97M-V with the def2-TZVPD basis set).

Results
orbital gap	10.73	eV
structure (SMILES)	C=CCO

Geometry as XYZ:
```
10
C3H6O, DFT ωB97M-V with the def2-TZVPD basis set
C 0.32 0.66 0.14
O 1.70 0.36 0.41
C -0.45 -0.58 -0.24
C -1.78 -0.58 -0.27
H 0.24 1.45 -0.60
H -0.09 1.00 1.09
H 2.14 0.34 -0.46
H 0.04 -1.52 -0.45
H -2.37 -1.48 -0.36
H -2.32 0.36 -0.20
```

***

Q) Entry from the OMol25 dataset: C3H6O as an isolated structure (ωB97M-V with the def2-TZVPD basis set).

Results
orbital gap	9.59	eV

Geometry as XYZ:
```
10
C3H6O, DFT ωB97M-V with the def2-TZVPD basis set
C -1.28 -0.09 0.41
C 0.06 0.33 -0.10
O 0.27 1.56 -0.42
C 1.27 -0.39 -0.23
H -1.97 0.76 0.45
H -1.70 -0.88 -0.23
H -1.16 -0.51 1.41
H 1.56 -0.49 -1.28
H 1.44 1.09 -0.37
H 1.46 -1.30 0.35
```

***

R) Entry from the OMol25 dataset: one molecule with the formula C3H6O (ωB97M-V with the def2-TZVPD basis set).

Results
orbital gap	10.81	eV
structure (SMILES)	OC1CC1

Geometry as XYZ:
```
10
C3H6O, DFT ωB97M-V with the def2-TZVPD basis set
O 1.55 -0.64 -0.14
C 0.29 -0.30 -0.64
C -0.14 1.03 -0.05
C -0.79 -0.45 0.33
H 1.47 -0.64 0.83
H 0.21 -0.61 -1.68
H -0.92 1.78 -0.08
H 0.78 1.53 0.32
H -1.77 -0.68 -0.13
H -0.68 -1.02 1.25
```

***

S) Entry from the OMol25 dataset: one molecule with the formula C3H6O (ωB97M-V with the def2-TZVPD basis set).

Results
orbital gap	11.25	eV
structure (SMILES)	OC1CC1

Geometry as XYZ:
```
10
C3H6O, DFT ωB97M-V with the def2-TZVPD basis set
C 0.34 -0.02 -0.99
C -0.89 0.38 -0.18
C 0.41 0.41 0.45
O 0.79 -1.00 1.44
H 0.42 -1.11 -1.09
H 0.65 0.48 -1.94
H -1.33 1.36 -0.49
H -1.54 -0.51 -0.06
H 1.11 1.21 0.90
H 0.04 -1.18 1.98
```

***

The relative energies come out as P) 0.0; Q) 38.9; R) 27.0; S) 36.4, with values in kcal/mol.

***

P) Entry from the OMol25 dataset: one molecule with the formula C6H9NO (ωB97M-V with the def2-TZVPD basis set).

Results
orbital gap	10.31	eV

Geometry as XYZ:
```
17
C6H9NO, DFT ωB97M-V with the def2-TZVPD basis set
C 1.57 0.88 0.03
C 0.13 0.32 0.10
C -0.23 -0.91 1.00
C -1.25 -0.92 -0.15
C -2.08 0.37 0.00
C -1.09 1.22 0.14
H 2.40 -0.82 0.77
H 2.34 -0.92 -0.87
H 1.68 1.52 0.94
H 1.71 1.53 -0.82
H -0.58 -0.82 1.99
H 0.55 -1.61 0.98
H -1.83 -1.83 -0.46
H -3.16 0.45 -0.27
H -1.22 2.27 0.52
N 2.54 -0.27 -0.10
O -0.25 -0.46 -1.10
```

***

Q) Entry from the OMol25 dataset: one molecule with the formula C6H9NO (ωB97M-V with the def2-TZVPD basis set).

Results
orbital gap (spin up / spin down)	6.90 / 6.96	eV

Geometry as XYZ:
```
17
C6H9NO, DFT ωB97M-V with the def2-TZVPD basis set
C 1.32 1.68 0.71
C 0.17 2.03 0.00
C -0.94 0.77 0.31
O -0.15 2.79 -0.86
N -1.77 0.95 1.12
H 1.37 0.28 0.13
H 2.27 2.11 0.38
H 1.21 1.42 1.75
C -1.35 -1.77 -0.05
C -0.47 -0.66 -0.60
C 0.96 -0.81 -0.45
H -0.78 -0.32 -1.58
H -1.23 -2.66 -0.67
H -2.40 -1.47 -0.03
H -1.06 -2.02 0.98
H 1.55 -0.75 -1.37
H 1.29 -1.58 0.24
```

***

The relative energies come out as P) 0.0; Q) 28.7, with values in kcal/mol.

***

P) Entry from the OMol25 dataset: a 2-piece molecular cluster, C6H9NO overall (ωB97M-V with the def2-TZVPD basis set).

Results
orbital gap	10.48	eV
structure (SMILES)	c1ccncc1.CO

Geometry as XYZ:
```
17
C6H9NO, DFT ωB97M-V with the def2-TZVPD basis set
C -3.23 1.82 -2.69
C 0.21 -0.92 1.79
C 1.32 -1.35 2.54
C 2.60 -1.21 2.05
C 2.69 -0.51 0.78
C 1.51 -0.29 0.14
H -2.16 0.24 -2.23
H -3.88 2.01 -3.41
H -3.55 1.72 -1.60
H -2.52 2.48 -2.58
H -0.84 -1.28 1.97
H 1.14 -1.62 3.59
H 3.69 -1.38 2.59
H 3.65 -0.11 0.43
H 1.64 0.31 -0.76
N 0.29 -0.56 0.57
O -2.57 0.64 -3.17
```

***

Q) Entry from the OMol25 dataset: one molecule with the formula C6H9NO (ωB97M-V with the def2-TZVPD basis set).

Results
orbital gap	8.84	eV
structure (SMILES)	NC/C=C1/CC=CO1

Geometry as XYZ:
```
17
C6H9NO, DFT ωB97M-V with the def2-TZVPD basis set
C 1.02 1.92 -0.72
C 1.04 0.72 0.14
C 0.18 -0.33 0.15
C -0.20 -1.29 1.19
C -1.18 -2.22 0.58
C -1.33 -1.70 -0.67
H -0.16 2.56 1.03
H 0.03 3.70 -0.35
H 2.05 2.17 -1.35
H 0.34 1.66 -1.57
H 1.43 0.85 1.10
H 0.61 -2.01 1.25
H -0.31 -0.76 2.22
H -1.51 -3.13 1.11
H -2.23 -1.97 -1.35
N 0.72 2.98 0.33
O -0.31 -0.81 -1.05
```

***

R) Entry from the OMol25 dataset: C6H9NO as an isolated structure (ωB97M-V with the def2-TZVPD basis set).

Results
orbital gap	9.59	eV

Geometry as XYZ:
```
17
C6H9NO, DFT ωB97M-V with the def2-TZVPD basis set
C -0.79 0.36 -0.32
C -0.37 0.54 -1.80
C 0.68 -0.11 -0.24
C 1.17 -0.16 1.13
C -0.24 -0.95 1.70
C -1.19 -0.65 0.68
H -0.63 1.48 1.15
H -0.80 -0.48 -2.23
H -0.94 1.52 -2.30
H 1.62 0.13 -2.17
H 0.59 -1.15 -0.63
H 1.98 -0.94 1.47
H 1.27 0.83 1.54
H -0.33 -1.70 2.51
H -2.34 -0.99 0.62
N 1.02 0.52 -1.42
O -0.70 1.74 0.32
```

***

S) Entry from the OMol25 dataset: C6H9NO as an isolated structure (ωB97M-V with the def2-TZVPD basis set).

Results
orbital gap	9.90	eV

Geometry as XYZ:
```
17
C6H9NO, DFT ωB97M-V with the def2-TZVPD basis set
C -1.15 1.52 0.67
C -0.22 0.36 0.54
C 1.51 -0.35 -0.06
C 0.74 -1.76 0.63
C -0.41 -1.19 1.04
C 0.35 0.32 -0.85
H -2.05 1.68 -0.10
H -1.48 1.61 1.65
H -0.23 2.36 0.55
H 2.47 -0.47 -0.43
H 1.21 -2.76 1.00
H -1.20 -1.72 1.80
H 0.88 1.24 -0.93
H 0.04 -0.77 -2.74
H -1.39 -0.19 -2.05
N -0.29 -0.48 -1.81
O 1.22 0.61 1.11
```

***

The relative energies come out as P) 0.0; Q) 38.3; R) 71.4; S) 66.4, with values in kcal/mol.